(1)
The following is a quantum chemistry calculation of one molecule with the formula C7H9FO3Si at a distorted geometry, from the OMol25 dataset.

Computed properties:
SMILES: Cc1c(F)oc(=O)c(O[SiH3])c1C
LUMO level, eV: 0.053
HOMO level, eV: -8.6
F_max, hartree/bohr: 0.099
Frontier orbital gap, Eh: 0.3185
E_tot, eV: -24140.8164
Spin multiplicity: 1

XYZ file:
```
21
Properties=species:S:1:pos:R:3:forces:R:3:lowdin_charge:R:1
C -1.798 1.867 1.506 -0.875 0.020 -2.019 -0.02
C -1.413 0.654 0.650 -0.782 0.541 0.814 -0.16
C -2.262 -0.304 0.224 -1.118 1.928 0.822 -0.30
F -3.562 -0.235 0.499 0.060 0.014 0.133 0.14
O -2.042 -1.328 -0.556 0.526 0.435 0.285 0.22
C -0.731 -1.509 -0.897 0.434 -0.824 0.244 -0.41
O -0.510 -2.506 -1.513 0.888 -0.884 -0.889 0.10
C 0.262 -0.575 -0.422 3.352 0.306 -1.133 -0.09
O 1.641 -0.849 -0.955 -4.489 1.702 1.650 -0.31
Si 2.360 -2.225 -1.522 1.766 1.891 1.662 0.59
C -0.018 0.558 0.311 1.413 -1.709 -1.508 -0.14
C 1.100 1.575 0.618 -0.499 1.557 -0.309 -0.02
H -1.038 1.860 2.199 1.638 0.460 1.883 0.02
H -2.732 1.858 2.127 0.519 0.030 -1.370 0.11
H -1.582 2.754 0.818 -0.994 -0.751 1.271 0.12
H 3.504 -1.438 -2.086 0.324 -0.528 0.289 -0.06
H 2.752 -2.912 -0.238 -0.230 -0.441 -0.802 -0.04
H 1.931 -2.836 -2.683 -1.103 -1.445 -1.289 -0.09
H 1.201 2.314 -0.329 -0.545 -1.399 2.291 0.14
H 2.126 1.104 0.641 -1.379 0.275 0.353 0.09
H 0.811 2.172 1.609 1.093 -1.178 -2.379 0.11
```
Forces are in eV/Å.


(2)
The following is a quantum chemistry calculation of C25H25Br30IN2O3 as an isolated structure at a distorted geometry, from the OMol25 dataset.

Computed properties:
ΔE to the lowest compared entry with this formula, charge and spin, kJ/mol: 48.9
LUMO level, eV: -0.477
HOMO level, eV: -9.1
F_max, hartree/bohr: 0.046
Frontier orbital gap, Eh: 0.3168
E_tot, eV: -2144824.9669
Spin multiplicity: 1

XYZ file:
```
86
Properties=species:S:1:pos:R:3:forces:R:3:lowdin_charge:R:1
C 3.390 0.650 -2.320 -0.361 1.201 0.091 -0.07
C 2.071 1.281 -1.873 0.514 -2.278 0.346 -0.44
O 1.244 0.608 -1.333 0.088 1.321 -0.223 0.16
O 1.840 2.668 -2.147 -0.836 -0.375 -0.499 0.00
C 1.116 2.756 -3.316 -0.163 -0.032 -1.295 -0.43
O 1.232 1.937 -4.196 0.131 0.247 0.701 0.13
C 0.097 3.886 -3.498 0.057 0.212 1.262 -0.02
C -1.262 3.211 -3.633 0.354 0.386 0.039 -0.25
C -1.927 3.175 -4.885 0.408 0.359 -0.923 -0.07
N -3.084 2.604 -5.116 0.822 0.127 1.126 0.15
C -3.576 2.019 -3.990 -1.373 -0.590 -0.503 -0.20
C -4.815 1.317 -4.083 0.051 0.235 -0.691 0.01
C -5.353 0.696 -3.019 -0.957 -0.748 1.527 -0.24
C -6.675 -0.073 -3.072 1.112 0.042 0.856 -0.20
C -6.463 -1.620 -3.105 -0.207 0.373 -0.991 -0.73
C -5.232 -2.073 -3.904 -0.211 -0.234 0.225 -0.16
I -6.480 -2.482 -1.112 -0.029 -0.025 -0.456 0.81
C -4.712 0.749 -1.722 -0.555 -0.126 -1.404 -0.04
C -3.551 1.419 -1.625 0.463 0.019 1.012 -0.01
C -2.952 2.060 -2.741 0.384 -0.060 0.676 -0.20
N -1.761 2.682 -2.546 -0.169 0.065 -0.656 0.21
H 4.160 1.440 -2.356 -0.246 -0.892 -0.148 -0.02
H 3.216 0.231 -3.321 0.072 0.231 0.157 0.11
H 3.691 -0.168 -1.655 -0.677 0.696 -0.213 -0.02
H 0.051 4.533 -2.611 0.129 -0.255 -0.163 0.13
H 0.344 4.534 -4.344 0.087 -0.456 -0.072 0.13
H -1.430 3.654 -5.733 -0.148 -0.098 0.165 0.12
H -5.347 1.278 -5.034 0.321 0.138 0.071 0.13
H -7.278 0.281 -3.916 0.021 -0.298 0.135 0.12
H -7.159 0.146 -2.112 -0.410 0.154 -0.550 0.08
H -7.344 -2.027 -3.616 0.124 -0.135 0.491 0.07
H -4.303 -2.035 -3.322 -0.214 0.161 -0.130 0.08
H -5.377 -3.112 -4.230 0.116 0.258 0.048 0.04
H -5.126 -1.427 -4.786 0.010 -0.225 0.160 0.08
H -5.182 0.231 -0.890 0.193 0.195 -0.011 0.06
H -3.052 1.465 -0.656 0.139 0.172 -0.337 0.12
C -5.116 -6.577 -4.954 0.029 -0.034 0.051 -1.63
Br -3.721 -5.898 -3.807 -0.137 -0.012 -0.067 0.58
Br -6.846 -6.522 -4.097 0.246 0.050 -0.138 0.53
Br -5.137 -5.678 -6.661 -0.012 -0.016 0.126 0.57
H -4.890 -7.617 -5.145 -0.004 0.044 -0.008 -0.03
C 6.507 4.100 -2.093 -0.002 0.169 -0.046 -1.59
Br 4.610 3.818 -2.281 0.341 0.496 0.084 0.72
Br 7.164 3.389 -0.425 -0.039 -0.073 -0.076 0.58
Br 7.489 3.400 -3.599 -0.074 -0.022 0.111 0.61
H 6.674 5.169 -2.073 0.037 -0.047 0.011 -0.03
C -3.555 -2.927 2.400 -0.009 0.052 0.024 -1.63
Br -3.996 -4.605 1.558 0.040 0.116 0.028 0.55
Br -2.135 -3.118 3.686 -0.064 -0.062 -0.078 0.55
Br -3.152 -1.559 1.104 0.052 -0.062 0.046 0.54
H -4.434 -2.603 2.941 0.033 -0.019 -0.018 -0.03
C -0.892 0.822 5.391 0.009 -0.027 -0.029 -1.62
Br -2.801 0.564 5.267 0.109 0.016 0.003 0.55
Br -0.160 0.005 6.977 -0.111 0.030 -0.127 0.54
Br 0.016 0.227 3.799 -0.070 0.037 0.084 0.56
H -0.722 1.887 5.474 -0.021 -0.040 0.004 -0.03
C 10.206 5.349 1.415 -0.037 -0.031 0.029 -1.64
Br 10.271 6.003 3.227 0.110 -0.004 -0.143 0.55
Br 9.804 6.759 0.161 0.017 -0.098 0.096 0.56
Br 11.817 4.405 0.937 -0.104 0.085 0.026 0.58
H 9.393 4.637 1.362 0.006 0.053 -0.007 -0.08
C 3.041 -0.515 10.100 -0.031 0.065 0.025 -1.63
Br 1.198 -1.008 10.384 0.118 0.000 -0.051 0.57
Br 4.227 -2.019 10.334 -0.044 0.058 -0.090 0.60
Br 3.299 0.336 8.393 0.053 -0.098 0.134 0.56
H 3.296 0.211 10.860 -0.009 -0.043 -0.016 -0.03
C 7.003 -0.461 -2.787 -0.017 0.054 0.011 -1.63
Br 8.840 -0.557 -2.213 -0.137 0.009 -0.038 0.57
Br 6.759 -1.216 -4.544 0.008 0.047 0.130 0.58
Br 5.806 -1.255 -1.498 0.822 -0.442 0.055 0.67
H 6.746 0.589 -2.855 0.024 -0.041 0.003 -0.09
C -10.794 -7.791 -4.289 0.023 -0.026 -0.041 -1.64
Br -11.453 -9.392 -3.442 0.031 0.125 -0.041 0.57
Br -12.152 -6.930 -5.351 0.080 -0.051 0.095 0.57
Br -10.015 -6.578 -3.009 -0.224 -0.038 0.037 0.53
H -10.003 -8.090 -4.964 -0.018 0.024 0.032 -0.04
C 4.654 -5.283 12.485 -0.005 -0.010 -0.026 -1.65
Br 3.205 -5.532 13.731 0.104 0.003 -0.084 0.57
Br 6.373 -5.493 13.333 -0.115 -0.007 -0.051 0.57
Br 4.474 -6.431 10.943 0.018 0.111 0.144 0.56
H 4.597 -4.261 12.133 -0.024 -0.076 0.034 -0.10
C 6.376 6.333 4.797 0.054 0.049 -0.009 -1.64
Br 6.583 4.821 3.615 -0.105 0.089 0.020 0.54
Br 6.892 7.988 3.949 -0.083 -0.154 0.040 0.56
Br 4.593 6.429 5.523 0.109 -0.014 -0.079 0.57
H 7.050 6.179 5.629 -0.019 -0.001 -0.038 -0.03
```
Forces are in eV/Å.


(3)
The following is a quantum chemistry calculation of a 10-piece molecular cluster, C32H46Cl8F18O12 overall at a distorted geometry, from the OMol25 dataset.

Computed properties:
SMILES: CCOC(=O)C(F)(F)F.CCOC(=O)C(F)(F)F.CCOC(=O)C(F)(F)F.CCOC(=O)C(F)(F)F.CCOC(=O)C(F)(F)F.CCOC(=O)C(F)(F)F.ClCCCl.ClCCCl.ClCCCl.ClCCCl
ΔE to the lowest compared entry with this formula, charge and spin, kJ/mol: 0.0
LUMO level, eV: 0.304
HOMO level, eV: -10.8
F_max, hartree/bohr: 0.058
Frontier orbital gap, Eh: 0.4092
E_tot, eV: -207596.6455
Spin multiplicity: 1

XYZ file:
```
116
Properties=species:S:1:pos:R:3:forces:R:3:lowdin_charge:R:1
C 5.169 2.041 -6.111 0.524 0.193 0.457 -0.06
C 3.693 1.832 -6.296 -0.530 0.014 0.835 -0.19
O 3.420 0.434 -6.522 -0.546 -0.161 -1.173 0.02
C 3.370 -0.399 -5.510 0.961 0.798 0.108 -0.43
O 3.621 -0.133 -4.368 -0.372 -0.441 0.058 0.16
C 3.034 -1.823 -5.987 -1.179 -0.717 0.451 -0.52
F 1.829 -2.154 -5.456 0.178 0.130 0.000 0.12
F 2.910 -1.975 -7.303 0.485 0.171 0.216 0.18
F 3.910 -2.711 -5.503 0.155 0.277 -0.329 0.16
H 5.615 1.373 -5.372 -0.399 -0.243 0.023 0.08
H 5.362 3.026 -5.684 -0.021 0.177 -0.425 0.09
H 5.734 1.883 -7.029 -0.122 0.254 -0.108 0.08
H 3.247 2.393 -7.116 0.348 -0.384 -0.428 0.13
H 3.077 2.146 -5.449 0.425 -0.112 0.347 0.12
C -1.799 -1.483 6.330 -0.440 0.846 0.100 -0.06
C -2.004 -2.387 5.130 0.804 0.562 0.732 -0.19
O -2.850 -1.701 4.197 -1.453 -0.333 -0.294 0.03
C -2.356 -0.940 3.238 1.093 -1.516 0.702 -0.40
O -1.191 -0.708 3.108 0.133 0.494 -0.477 0.17
C -3.432 -0.462 2.258 -0.187 0.675 0.433 -0.54
F -3.742 0.801 2.625 -0.111 -0.048 -0.231 0.15
F -2.949 -0.433 1.021 -0.129 -0.116 0.011 0.18
F -4.549 -1.185 2.292 0.221 0.003 -0.160 0.18
H -2.765 -1.123 6.696 -0.160 -0.449 0.085 0.08
H -1.316 -0.538 6.071 0.538 -0.309 -0.138 0.07
H -1.291 -1.973 7.158 0.152 -0.021 -0.133 0.08
H -2.509 -3.283 5.483 -0.347 -0.008 -0.528 0.13
H -1.064 -2.669 4.659 -0.084 0.088 -0.143 0.11
C 2.219 -7.325 1.664 0.166 0.019 -0.348 -0.05
C 1.615 -6.004 2.066 -0.049 1.014 0.038 -0.18
O 0.361 -5.786 1.357 -0.519 -0.713 -0.334 0.04
C -0.470 -4.872 1.814 1.088 0.226 0.086 -0.40
O -0.293 -4.161 2.759 -0.146 -0.043 0.362 0.17
C -1.683 -4.625 0.911 -0.390 0.248 1.225 -0.53
F -1.838 -5.528 -0.040 -0.112 0.198 -0.294 0.18
F -2.788 -4.592 1.685 0.225 -0.234 -0.457 0.16
F -1.538 -3.389 0.408 -0.251 -0.405 -0.470 0.15
H 2.190 -7.461 0.582 -0.294 0.084 -0.006 0.08
H 1.746 -8.184 2.136 -0.055 0.054 0.042 0.08
H 3.287 -7.333 1.885 -0.069 0.049 0.371 0.08
H 2.227 -5.148 1.774 0.277 -0.179 -0.087 0.12
H 1.431 -5.857 3.130 -0.038 -0.406 0.042 0.13
C -1.612 2.684 5.086 -0.183 0.293 -0.744 -0.06
C -1.397 2.741 6.561 -0.475 0.607 0.905 -0.18
O -1.053 4.103 6.959 -0.528 0.085 0.202 0.03
C 0.213 4.397 7.161 -0.759 -0.625 -0.103 -0.42
O 1.129 3.659 6.963 0.610 0.272 0.169 0.16
C 0.355 5.843 7.689 0.361 -0.201 -0.860 -0.57
F 1.100 5.825 8.785 -0.013 0.219 0.410 0.18
F 0.991 6.531 6.741 0.556 0.338 -0.245 0.15
F -0.781 6.491 7.904 -0.265 -0.279 0.485 0.18
H -2.232 3.519 4.750 -0.183 0.038 0.413 0.08
H -2.198 1.795 4.849 0.405 -0.180 -0.244 0.07
H -0.719 2.810 4.473 0.186 -0.592 0.187 0.07
H -0.698 2.061 7.045 0.317 -0.061 -0.573 0.12
H -2.350 2.579 7.068 -0.028 0.084 -0.045 0.13
C 0.989 -1.376 -2.269 -0.255 1.333 -0.533 -0.07
C 0.144 -1.559 -1.005 1.685 -2.192 -1.050 -0.21
O 0.564 -0.600 -0.043 -0.632 -0.100 0.722 0.05
C -0.113 0.526 -0.013 0.311 0.683 -0.695 -0.39
O -0.993 0.833 -0.767 -0.245 0.184 0.201 0.15
C 0.465 1.524 1.050 -0.832 -1.806 -1.264 -0.56
F -0.466 1.698 1.966 -0.022 0.635 0.634 0.18
F 1.552 0.979 1.576 0.367 0.753 0.478 0.19
F 0.735 2.689 0.457 0.339 0.147 0.299 0.16
H 1.032 -2.249 -2.915 -0.105 -0.140 0.201 0.04
H 2.001 -1.056 -2.013 0.115 -0.595 0.382 0.07
H 0.702 -0.524 -2.897 -0.575 -0.212 0.056 0.04
H 0.482 -2.532 -0.635 0.358 0.291 0.560 0.10
H -0.909 -1.807 -1.099 -0.316 1.369 -0.194 0.11
C -0.835 5.740 -2.227 -0.293 -0.186 -0.157 -0.05
C -1.271 4.412 -1.595 0.442 -0.047 -1.201 -0.20
O -1.858 4.476 -0.301 1.153 -0.268 1.407 0.02
C -3.132 4.721 -0.113 0.112 0.403 -0.524 -0.39
O -3.889 5.076 -0.965 -0.629 -0.137 0.016 0.17
C -3.525 4.649 1.402 0.123 0.145 -1.797 -0.56
F -2.656 3.945 2.101 0.073 -0.078 0.525 0.18
F -3.550 5.917 1.823 -0.022 0.052 0.594 0.17
F -4.739 4.124 1.519 -0.021 -0.024 0.293 0.18
H -1.691 6.314 -2.576 0.069 0.163 0.074 0.08
H -0.190 5.516 -3.081 -0.320 -0.262 -0.205 0.08
H -0.164 6.361 -1.631 -0.364 -0.125 0.554 0.06
H -0.374 3.796 -1.548 -0.127 -0.118 0.746 0.11
H -1.956 3.828 -2.211 -0.108 0.417 -0.304 0.13
Cl 3.718 -3.547 -0.894 -0.066 -0.187 -0.361 0.58
C 3.838 -4.225 -2.550 0.086 -0.313 -0.798 -0.65
C 4.367 -5.637 -2.498 0.716 -0.709 0.717 -0.65
Cl 4.974 -6.285 -4.079 -0.406 0.518 0.450 0.53
H 4.557 -3.660 -3.138 -0.103 0.408 0.255 0.06
H 2.872 -4.171 -3.047 -0.086 0.133 0.194 0.07
H 3.698 -6.392 -2.092 -0.358 0.222 -0.199 0.06
H 5.220 -5.632 -1.818 0.152 -0.054 -0.216 0.06
Cl -1.380 -3.677 -4.157 0.573 -0.071 -0.156 0.63
C -2.976 -3.891 -3.470 -1.767 0.728 0.066 -0.72
C -3.261 -5.326 -3.108 0.338 0.042 0.197 -0.66
Cl -4.920 -5.542 -2.478 0.173 0.230 -0.033 0.56
H -3.723 -3.501 -4.163 0.224 -0.194 -0.299 0.04
H -3.095 -3.229 -2.611 0.324 -0.213 0.179 0.06
H -2.567 -5.563 -2.312 -0.004 -0.586 0.048 0.04
H -3.162 -5.998 -3.955 0.154 0.031 0.019 0.07
Cl 2.791 6.709 -0.318 -0.123 0.031 -0.295 0.57
C 2.521 5.809 1.181 0.639 -0.975 0.499 -0.70
C 1.136 6.029 1.733 0.223 0.620 -0.219 -0.66
Cl 1.093 5.423 3.409 -0.174 -0.063 -0.131 0.60
H 3.311 6.086 1.877 -0.255 0.415 0.091 0.06
H 2.699 4.745 1.020 -0.152 0.055 -0.384 0.06
H 0.379 5.536 1.126 -0.032 -0.128 0.169 0.05
H 0.949 7.102 1.731 -0.226 -0.064 0.260 0.07
Cl -0.118 0.830 -5.209 0.470 0.475 0.205 0.61
C -1.645 -0.052 -5.355 0.369 -0.895 -0.643 -0.66
C -2.562 0.290 -4.245 -0.728 0.130 1.812 -0.64
Cl -4.119 -0.625 -4.302 0.071 0.314 -0.540 0.57
H -1.385 -1.106 -5.267 -0.071 0.011 -0.244 0.02
H -1.989 0.160 -6.364 -0.414 -0.009 0.183 0.07
H -2.755 1.350 -4.085 -0.250 -0.001 -0.536 0.07
H -2.205 -0.054 -3.273 0.654 0.084 -0.221 0.05
```
Forces are in eV/Å.